i | The following is a DFT calculation (ωB97M-V/def2-TZVPD) of a molecular structure, C22H35Ge2S4SbZr.

Cartesian coordinates (Å):
Zr 1.59319 1.85586 -0.80392
C 0.94310 0.93954 4.23182
C 0.86911 1.86846 3.02136
Ge 0.05612 1.04926 1.39653
C -1.85530 1.56140 1.41785
C -2.56644 1.24742 2.73161
C 0.02107 -0.90768 1.77407
C 0.61561 -1.89361 1.09281
Ge 1.67193 -1.38692 -0.46370
C 0.34285 -0.62406 -1.74471
C 0.22703 -1.58418 -2.93437
C 2.94715 -2.63964 -1.26494
C 2.47877 -4.02991 -1.69131
C 0.51083 -3.31750 1.50442
C 0.98343 -3.72686 2.74929
C 0.87023 -5.05208 3.14679
C 0.27956 -5.98397 2.30661
C -0.19793 -5.58532 1.06500
C -0.07589 -4.26393 0.66610
H 1.38873 1.43861 5.09557
H 1.55066 0.05803 4.01441
H -0.04449 0.58362 4.53332
H 1.87020 2.22447 2.76967
H 0.27595 2.75735 3.25582
H -2.35460 1.06955 0.57787
H -1.89169 2.63210 1.20120
H -2.57116 0.17551 2.94078
H -3.60796 1.57830 2.72175
H -2.08050 1.74031 3.57661
H -0.56647 -1.22081 2.64108
H 0.51275 0.36115 -2.19817
H -0.60042 -0.55974 -1.20221
H 1.17015 -1.67220 -3.47507
H -0.53059 -1.22731 -3.63293
H -0.07034 -2.58212 -2.60749
H 3.74001 -2.73266 -0.51898
H 3.38440 -2.09753 -2.10699
H 2.09102 -4.60044 -0.84878
H 3.31565 -4.59064 -2.11096
H 1.70316 -3.99369 -2.45662
H 1.44550 -2.99759 3.40346
H 1.24581 -5.35574 4.11545
H 0.19048 -7.01682 2.61680
H -0.66675 -6.30615 0.40738
H -0.45427 -3.95651 -0.30346
S 3.16893 0.86600 -2.73904
Sb 4.55739 1.27777 -0.90948
S 3.45675 3.32973 -0.19092
S 3.06632 0.08504 0.64142
S 6.75373 1.09811 -0.77599
C -3.35309 4.40536 -1.18785
C -2.44483 4.04957 -2.37299
C -3.18362 3.10421 -3.33065
C -2.03048 5.32591 -3.11702
C -1.24532 3.37066 -1.86969
C -0.24811 2.80728 -1.45282
H -4.25163 4.90454 -1.55567
H -2.84325 5.07672 -0.49606
H -3.64854 3.51055 -0.63942
H -4.08055 3.59830 -3.70904
H -3.48246 2.18818 -2.82009
H -2.55134 2.83698 -4.17770
H -2.92122 5.83121 -3.49509
H -1.37951 5.09045 -3.95903
H -1.49880 6.00812 -2.45375

## Properties
**Highest occupied orbital energy**: -7.98 eV
**HOMO-LUMO gap**: 6.93 eV

***

ii | The following is a DFT calculation (ωB97M-V/def2-TZVPD) of a molecular structure, C22H35Ge2S4SbZr.

Cartesian coordinates (Å):
Zr -0.82336 -2.35569 0.45067
C -2.61237 1.42128 3.62046
C -2.20659 -0.04895 3.52626
Ge -0.70146 -0.40055 2.22897
C 0.99284 -0.11731 3.25942
C 1.03680 1.11946 4.15439
C -0.77418 1.23348 1.07892
C -1.19070 1.37923 -0.18512
Ge -1.75608 -0.19183 -1.29452
C 0.07132 -0.88920 -1.98283
C 0.14438 -0.82975 -3.50433
C -3.19315 0.06362 -2.66624
C -2.92438 0.89567 -3.91842
C -1.14750 2.70095 -0.85699
C -1.50617 3.86947 -0.18185
C -1.39645 5.10455 -0.80031
C -0.93000 5.19991 -2.10388
C -0.58306 4.04686 -2.79133
C -0.69992 2.81260 -2.17309
H -3.37182 1.56801 4.39157
H -3.02455 1.76561 2.66989
H -1.75693 2.05512 3.86289
H -3.06346 -0.64921 3.21693
H -1.89247 -0.42552 4.50338
H 1.81214 -0.09777 2.53563
H 1.14172 -1.01521 3.86718
H 0.92839 2.03879 3.57504
H 1.98888 1.17734 4.68724
H 0.23940 1.09292 4.89940
H -0.39311 2.13672 1.55986
H 0.30102 -1.92106 -1.69706
H 0.80527 -0.23779 -1.50911
H -0.61719 -1.46848 -3.95518
H 1.12232 -1.19308 -3.82339
H 0.02336 0.18461 -3.88250
H -4.00544 0.50212 -2.08497
H -3.49855 -0.94860 -2.93738
H -2.66333 1.92242 -3.66974
H -3.83007 0.92117 -4.52691
H -2.12377 0.47193 -4.52445
H -1.89030 3.80192 0.82845
H -1.67831 6.00077 -0.26177
H -0.83978 6.16556 -2.58406
H -0.21986 4.11019 -3.80978
H -0.41453 1.91271 -2.70682
S -1.78167 -3.50700 -1.75989
Sb -3.44698 -3.61707 -0.10180
S -2.15046 -4.12821 1.81283
S -3.15214 -1.11906 0.31100
S -5.55111 -4.19679 -0.58853
C 4.52746 -1.42982 1.30384
C 4.01974 -2.55313 0.38763
C 4.50990 -2.32278 -1.04899
C 4.50698 -3.91191 0.90985
C 2.55351 -2.54654 0.39355
C 1.33483 -2.55948 0.39373
H 5.61815 -1.44327 1.34017
H 4.14343 -1.55655 2.31645
H 4.20543 -0.45506 0.93485
H 5.59919 -2.37649 -1.08762
H 4.19768 -1.33965 -1.40363
H 4.10030 -3.07945 -1.71900
H 5.59794 -3.93555 0.93506
H 4.15577 -4.71984 0.26727
H 4.13308 -4.08735 1.91869

## Properties
**Highest occupied orbital energy**: -8.07 eV
**HOMO-LUMO gap**: 6.70 eV

***

Which is more stable than every other structure shown? i is more stable than every other one.